The molecule C6H12O. Source: the Open Molecules 2025 dataset; level of theory: wB97M-V/def2-TZVPD.

Cartesian coordinates (Å):
C  1.70  -0.49  0.79
H  -1.35  0.23  -2.10
H  -1.76  -1.73  -0.45
H  2.61  0.43  -1.04
C  -0.76  0.15  -0.01
H  -2.30  1.29  -1.05
H  2.34  -1.36  0.74
H  -1.29  -1.54  1.25
C  0.64  -0.39  -0.27
H  -0.70  0.84  0.84
H  0.66  -1.20  -1.00
H  -0.65  1.74  -1.50
C  -1.29  0.90  -1.23
C  -1.68  -1.01  0.38
C  1.83  0.54  -0.29
H  1.60  0.82  2.22
O  1.47  -0.12  2.12
H  -2.69  -0.66  0.61
H  1.63  1.57  -0.01

Its maximum force is 0.34 eV/Å. The HOMO energy is -9.51 eV. For the LUMO energy, the calculation gives 0.03773 Eh. The SMILES is CC(C)[C@H]1C[C@H]1O. The value obtained for the energy above the lowest of the compared OMol25 structures with the same formula, charge and spin is 112.2 kJ/mol.